[1]
# C35H67FO19

A 9-piece molecular cluster, C35H67FO19 overall in a non-equilibrium geometry (ωB97M-V/def2-TZVPD, OMol25).

Properties
multiplicity	1
structure (SMILES)	O=C1OC[C@@H](F)O1.CCOC(C)=O.CCOC(C)=O.CCOC(C)=O.CCOC(C)=O.CCOC(C)=O.CCOC(C)=O.CCOC(C)=O.CCOC(C)=O
largest force on an atom	2.41	eV/Å
E_HOMO	-9.985	eV
DFT total energy	-2903.39459	hartree
gap between HOMO and LUMO	10.51	eV

The geometry in XYZ format:
```
122
Properties=species:S:1:pos:R:3:lowdin_charge:R:1
C -1.153 1.617 -1.392 -0.045
C -1.736 0.197 -1.351 -0.262
O -0.808 -0.525 -0.592 0.120
C 0.319 0.234 -0.408 -0.530
O 1.270 -0.125 0.202 0.159
O 0.233 1.371 -1.107 0.074
F -1.756 -0.306 -2.658 0.029
H -1.579 2.260 -0.624 0.121
H -1.255 2.094 -2.357 0.122
H -2.735 0.150 -0.941 0.141
O 3.260 3.772 -2.559 0.108
C 3.458 2.647 -2.221 -0.544
O 3.157 1.577 -2.961 -0.017
C 2.673 1.790 -4.286 -0.207
C 1.149 1.848 -4.328 -0.053
C 4.098 2.285 -0.907 0.046
H 3.015 0.941 -4.871 0.121
H 3.089 2.708 -4.699 0.119
H 0.732 2.640 -3.714 0.066
H 0.731 0.886 -4.022 0.071
H 0.872 1.978 -5.379 0.084
H 4.193 1.212 -0.757 0.076
H 3.534 2.708 -0.081 0.062
H 5.106 2.705 -0.920 0.102
O -3.402 3.598 -1.989 0.099
C -4.435 4.051 -1.569 -0.558
O -5.014 3.723 -0.429 0.008
C -4.362 2.752 0.403 -0.212
C -5.362 2.286 1.436 -0.057
C -5.195 5.140 -2.260 0.024
H -3.511 3.219 0.906 0.128
H -4.026 1.928 -0.215 0.103
H -6.205 1.800 0.932 0.084
H -5.787 3.135 1.974 0.081
H -4.911 1.582 2.126 0.068
H -6.253 5.137 -2.013 0.085
H -5.068 5.057 -3.335 0.087
H -4.756 6.084 -1.932 0.097
O 2.237 1.962 3.959 0.103
C 3.103 2.169 3.157 -0.542
O 3.826 1.218 2.566 0.007
C 3.518 -0.139 2.876 -0.207
C 4.032 -1.055 1.771 -0.054
C 3.442 3.534 2.654 0.032
H 2.440 -0.273 2.984 0.111
H 3.912 -0.443 3.850 0.116
H 3.772 -0.583 0.820 0.061
H 3.511 -2.011 1.755 0.056
H 5.100 -1.259 1.862 0.082
H 4.215 3.535 1.887 0.078
H 3.806 4.200 3.439 0.100
H 2.556 4.014 2.244 0.063
O 1.340 -5.238 2.330 0.131
C 1.317 -4.063 2.333 -0.560
O 1.963 -3.295 3.228 -0.033
C 2.665 -3.948 4.285 -0.211
C 4.141 -3.625 4.234 -0.061
C 0.530 -3.216 1.363 0.031
H 2.513 -5.026 4.231 0.116
H 2.239 -3.592 5.223 0.124
H 4.561 -3.752 3.233 0.075
H 4.750 -4.261 4.879 0.079
H 4.314 -2.594 4.550 0.064
H 0.669 -3.656 0.378 0.091
H 0.847 -2.176 1.375 0.060
H -0.526 -3.247 1.633 0.078
O 0.199 6.459 1.792 0.112
C 0.252 5.267 1.798 -0.564
O 0.806 4.553 0.807 -0.032
C 1.536 5.286 -0.192 -0.217
C 0.708 5.568 -1.421 -0.056
C -0.286 4.407 2.916 0.036
H 2.378 4.649 -0.462 0.090
H 1.963 6.207 0.203 0.126
H 0.292 4.675 -1.890 0.065
H 1.294 6.100 -2.167 0.084
H -0.185 6.150 -1.169 0.082
H 0.530 4.078 3.560 0.076
H -0.843 3.552 2.542 0.081
H -0.949 5.052 3.490 0.088
O -2.394 0.157 1.774 0.086
C -2.018 -0.811 2.395 -0.545
O -2.513 -2.031 2.248 -0.006
C -3.631 -2.232 1.388 -0.219
C -3.902 -3.695 1.312 -0.062
C -1.003 -0.747 3.486 0.046
H -3.420 -1.834 0.396 0.098
H -4.518 -1.714 1.758 0.133
H -3.937 -4.151 2.302 0.088
H -3.141 -4.249 0.760 0.076
H -4.848 -3.819 0.784 0.070
H -0.508 0.214 3.464 0.085
H -0.277 -1.553 3.395 0.072
H -1.523 -0.804 4.445 0.101
O -4.191 -2.284 -1.903 0.091
C -4.422 -2.714 -3.004 -0.546
O -5.148 -3.802 -3.241 0.004
C -5.645 -4.528 -2.103 -0.211
C -4.652 -5.557 -1.598 -0.069
C -3.856 -2.118 -4.251 0.026
H -6.565 -5.020 -2.424 0.122
H -5.952 -3.824 -1.325 0.109
H -4.404 -6.302 -2.356 0.080
H -5.088 -6.089 -0.749 0.084
H -3.713 -5.102 -1.281 0.064
H -4.299 -2.572 -5.133 0.085
H -2.784 -2.302 -4.254 0.091
H -4.030 -1.047 -4.209 0.090
O 3.334 -3.993 -0.196 0.117
C 4.254 -3.389 -0.665 -0.561
O 4.151 -2.387 -1.539 -0.005
C 2.870 -1.919 -1.938 -0.224
C 2.298 -2.734 -3.072 -0.054
C 5.707 -3.664 -0.362 0.027
H 2.984 -0.879 -2.240 0.109
H 2.178 -1.888 -1.095 0.098
H 1.380 -2.278 -3.455 0.075
H 1.990 -3.733 -2.757 0.079
H 3.021 -2.819 -3.885 0.081
H 5.786 -4.424 0.405 0.084
H 6.145 -2.728 -0.012 0.082
H 6.213 -3.976 -1.273 0.089
```

=====

[2]
# C26H43As3CdO6S5

C26H43As3CdO6S5 as an isolated structure (ωB97M-V/def2-TZVPD, OMol25).

Properties
multiplicity	1
largest force on an atom	0.10	eV/Å
E_HOMO	-8.333	eV
DFT total energy	-10334.02221	hartree
gap between HOMO and LUMO	8.41	eV

The geometry in XYZ format:
```
84
Properties=species:S:1:pos:R:3:lowdin_charge:R:1
Cd 0.137 0.102 0.816 1.135
C 3.512 0.614 2.452 -0.513
C 4.075 -0.113 1.234 -0.497
S 2.815 -1.199 0.518 0.843
C 3.492 -1.533 -1.122 -0.524
C 3.713 -0.337 -2.038 -0.522
S 2.177 0.592 -2.271 0.843
C 2.849 2.133 -2.946 -0.527
C 1.987 3.341 -2.590 -0.536
S 1.560 3.517 -0.836 0.810
C 3.182 3.221 -0.096 -0.548
C 3.076 3.207 1.422 -0.527
S 2.180 1.804 2.139 0.790
H 4.311 1.146 2.971 0.083
H 3.060 -0.095 3.146 0.059
H 4.931 -0.712 1.551 0.087
H 4.426 0.602 0.489 0.053
H 2.755 -2.212 -1.556 0.070
H 4.429 -2.085 -1.024 0.084
H 4.088 -0.689 -3.000 0.084
H 4.462 0.340 -1.620 0.061
H 2.931 2.073 -4.032 0.082
H 3.859 2.262 -2.554 0.067
H 1.029 3.288 -3.110 0.053
H 2.491 4.245 -2.936 0.079
H 3.877 4.004 -0.409 0.092
H 3.549 2.256 -0.445 0.027
H 2.565 4.106 1.772 0.065
H 4.074 3.216 1.863 0.083
O -1.504 -1.786 3.729 -0.274
As 0.215 -2.106 3.495 0.845
O 0.919 -2.388 4.932 -0.456
O 0.846 -0.796 2.643 -0.713
C 0.293 -3.722 2.402 -0.220
C 0.912 -4.771 3.076 -0.086
C 1.057 -6.017 2.482 -0.069
C 0.574 -6.236 1.204 -0.070
C -0.050 -5.205 0.517 -0.061
C -0.184 -3.955 1.108 -0.262
S -0.934 -2.705 0.087 0.434
O 0.178 -1.995 -0.573 -0.483
O -1.826 -3.363 -0.833 -0.304
O -1.606 -1.766 1.009 -0.465
H -1.909 -1.819 2.845 -0.007
H 1.271 -4.587 4.081 0.095
H 1.540 -6.818 3.027 0.105
H 0.672 -7.208 0.738 0.105
H -0.452 -5.359 -0.475 0.111
C -3.260 1.409 3.151 -0.309
As -1.361 1.638 2.775 0.983
C -0.660 1.412 4.571 -0.303
C -1.296 3.587 2.636 -0.316
H -3.533 1.980 4.039 0.030
H -3.453 0.352 3.330 0.021
H -3.862 1.749 2.310 0.009
H -1.119 2.144 5.236 0.031
H 0.420 1.541 4.556 0.004
H -0.890 0.404 4.908 0.013
H -1.766 4.051 3.504 0.028
H -1.808 3.916 1.732 0.009
H -0.255 3.906 2.581 0.004
C -3.252 0.287 -0.680 -0.272
As -1.458 0.813 -1.202 1.072
C -1.830 2.645 -1.733 -0.290
C -1.223 -0.097 -2.930 -0.324
C -2.511 -0.284 -3.667 -0.314
C -2.992 0.696 -4.532 -0.067
C -4.211 0.537 -5.176 -0.088
C -4.964 -0.608 -4.963 -0.094
C -4.487 -1.595 -4.111 -0.073
C -3.270 -1.436 -3.466 -0.048
H -3.968 0.629 -1.425 0.040
H -3.469 0.737 0.288 0.003
H -3.298 -0.794 -0.576 0.020
H -2.692 2.651 -2.400 0.028
H -0.973 3.086 -2.236 -0.013
H -2.052 3.236 -0.845 0.019
H -0.744 -1.045 -2.689 0.056
H -0.512 0.504 -3.498 0.050
H -2.399 1.587 -4.713 0.107
H -4.569 1.307 -5.849 0.100
H -5.915 -0.735 -5.465 0.099
H -5.065 -2.495 -3.946 0.106
H -2.901 -2.206 -2.796 0.100
```

=====

[3]
# C6H6O

One molecule with the formula C6H6O (ωB97M-V/def2-TZVPD, OMol25).

Properties
multiplicity	1
largest force on an atom	0.55	eV/Å
E_HOMO	-8.205	eV
DFT total energy	-307.23594	hartree
gap between HOMO and LUMO	7.42	eV

The geometry in XYZ format:
```
13
Properties=species:S:1:pos:R:3:lowdin_charge:R:1
C -1.959 -1.497 -1.855 0.126
C -1.203 -0.820 -1.205 -0.110
C -0.321 0.021 -0.453 -0.309
C -0.441 0.197 0.931 0.057
C 0.723 0.819 1.599 -0.349
O 1.510 -0.255 1.190 -0.158
C 0.978 0.305 -0.878 0.174
H -2.621 -2.112 -2.425 0.027
H -1.227 -0.310 1.489 0.135
H 1.012 1.813 1.212 0.108
H 0.626 0.897 2.691 0.114
H 1.382 -0.230 -1.735 0.106
H 1.541 1.173 -0.560 0.078
```

=====

[4]
# C13H21N3O2

One molecule with the formula C13H21N3O2 (ωB97M-V/def2-TZVPD, OMol25).

Properties
multiplicity	1
structure (SMILES)	CCCNC(=O)N1CCN(Cc2ccco2)CC1
largest force on an atom	0.97	eV/Å
E_HOMO	-8.446	eV
DFT total energy	-822.70449	hartree
gap between HOMO and LUMO	9.19	eV

The geometry in XYZ format:
```
39
Properties=species:S:1:pos:R:3:lowdin_charge:R:1
C -5.114 -0.972 0.440 -0.114
H -5.744 -1.275 1.273 0.068
C -4.793 0.516 0.532 -0.239
H -4.224 0.718 1.442 0.109
H -5.723 1.085 0.584 0.106
C -3.987 1.024 -0.667 -0.205
N -2.671 0.431 -0.769 0.066
C -1.628 0.989 -0.073 -0.533
O -1.716 2.063 0.493 0.052
N -0.452 0.291 -0.114 -0.047
C -0.278 -0.995 -0.754 -0.144
H -0.692 -0.962 -1.768 0.126
C 1.208 -1.325 -0.850 -0.177
N 1.795 -1.451 0.473 -0.155
C 1.265 -0.468 1.416 -0.146
C 0.651 0.739 0.712 -0.117
H 1.405 1.251 0.101 0.129
H 0.253 1.458 1.431 0.125
H 0.488 -0.960 2.015 0.124
H 2.054 -0.138 2.091 0.118
C 3.250 -1.518 0.435 -0.116
C 3.916 -0.238 0.036 -0.276
C 4.254 0.272 -1.185 -0.036
C 4.774 1.568 -0.946 -0.060
C 4.712 1.752 0.399 -0.120
O 4.195 0.668 1.002 0.032
H 4.993 2.574 1.026 0.119
H 5.141 2.260 -1.676 0.100
H 4.161 -0.217 -2.133 0.109
H 3.525 -2.306 -0.270 0.129
H 3.591 -1.804 1.433 0.131
H 1.332 -2.284 -1.363 0.126
H 1.701 -0.549 -1.456 0.116
H -0.782 -1.793 -0.189 0.129
H -2.656 -0.559 -0.942 0.106
H -3.834 2.100 -0.570 0.116
H -4.524 0.817 -1.598 0.118
H -4.206 -1.572 0.473 0.060
H -5.641 -1.192 -0.486 0.071
```